Density functional theory data (ωB97M-V/def2-TZVPD) for a cluster of 5 separate species, C3H14O5 in total at a distorted geometry.

Last column: Mulliken charge in e.
Geometry (Å):
1 O 0.343 0.716 3.152  -0.53
2 C -0.239 1.174 2.209  0.10
3 C -1.183 0.354 1.350  0.19
4 C -1.279 -1.109 1.765  -1.24
5 H -0.277 2.228 1.881  0.37
6 H -0.862 0.319 0.312  -0.17
7 H -2.130 0.920 1.411  0.34
8 H -0.828 -1.289 2.743  0.34
9 H -0.827 -1.779 1.025  0.35
10 H -2.312 -1.454 1.812  0.32
11 H 0.579 1.022 -1.943  0.39
12 H 0.070 0.213 -3.074  0.34
13 O 0.732 0.889 -2.888  -0.73
14 H 1.973 0.768 -0.126  0.34
15 H 1.677 2.072 0.377  0.30
16 O 1.184 1.327 0.000  -0.67
17 H -1.567 -1.634 -0.606  0.27
18 H -1.933 -2.098 -1.975  0.29
19 O -1.260 -1.577 -1.522  -0.58
20 H 2.885 -1.093 -1.936  0.30
21 H 2.196 0.182 -2.157  0.40
22 O 3.057 -0.149 -1.811  -0.70

The calculation puts the maximum force at 0.02979 Eh/bohr. The SMILES is CCC=O.O.O.O.O. The total charge is 0. For the energy relative to the best compared isomer or geometry (same formula, charge and spin), the calculation gives 82.8 kJ/mol.

Density functional theory data (ωB97M-V/def2-TZVPD) for a cluster of 2 separate species, C3H10N2O in total at a distorted geometry.

Last column: Mulliken charge in e.
Geometry (Å):
1 C 1.900 -1.274 0.839  -0.21
2 O 0.674 -1.806 0.303  -0.51
3 C 2.461 -0.309 -0.232  -0.95
4 H 1.706 -0.518 1.623  0.15
5 H 2.389 -2.042 1.428  0.40
6 H 1.640 0.087 -0.826  0.21
7 H 2.888 0.598 0.185  0.35
8 H 3.044 -0.908 -0.951  0.25
9 N -2.094 0.449 -0.332  -0.36
10 C -2.954 1.480 -0.257  0.12
11 N -3.063 2.526 -1.031  -0.64
12 H -2.338 -0.434 0.092  0.20
13 H -1.337 0.374 -0.992  0.17
14 H -3.475 1.541 0.700  0.31
15 H 0.705 -2.746 0.492  0.30
16 H -2.146 2.981 -1.043  0.20

The calculation puts the maximum force at 0.06073 Eh/bohr. The SMILES is [H]/N=C\N.CCO. The total charge is 0. For the energy relative to the best compared isomer or geometry (same formula, charge and spin), the calculation gives 297.8 kJ/mol.

Density functional theory data (ωB97M-V/def2-TZVPD) for a cluster of 2 separate species, C6H13NO in total.

Last column: Mulliken charge in e.
Geometry (Å):
1 C -1.482 0.900 -1.152  -0.58
2 C -2.197 -0.182 -0.851  0.10
3 N -3.542 -0.342 -1.154  -0.47
4 C -0.006 1.107 -0.862  -0.84
5 C 0.608 0.046 0.002  -0.52
6 C 0.408 0.052 1.313  -0.12
7 C 0.869 -1.024 2.260  -1.13
8 H -1.875 1.706 -1.753  0.26
9 H -1.767 -0.986 -0.276  0.29
10 H -3.948 -1.262 -1.066  0.21
11 H -3.972 0.241 -1.852  0.20
12 H 0.105 2.096 -0.392  0.34
13 H 0.524 1.174 -1.826  0.34
14 H 1.164 -0.725 -0.534  0.68
15 H -0.202 0.849 1.719  0.35
16 H 0.609 -2.004 1.867  0.29
17 H 1.966 -1.079 2.314  0.26
18 H 0.491 -0.936 3.281  0.33
19 H 3.376 -0.136 -0.617  0.37
20 H 4.557 0.419 0.226  0.31
21 O 4.314 0.086 -0.646  -0.67

The calculation puts the maximum force at 0.01616 Eh/bohr. The SMILES is C/C=C/C/C=C/N.O. The total charge is 0. For the energy relative to the best compared isomer or geometry (same formula, charge and spin), the calculation gives 196.1 kJ/mol.

What is the formula in the second record?
C3H10N2O

Repeat the third record exactly.
Density functional theory data (ωB97M-V/def2-TZVPD) for a cluster of 2 separate species, C6H13NO in total.

Last column: Mulliken charge in e.
Geometry (Å):
1 C -1.482 0.900 -1.152  -0.58
2 C -2.197 -0.182 -0.851  0.10
3 N -3.542 -0.342 -1.154  -0.47
4 C -0.006 1.107 -0.862  -0.84
5 C 0.608 0.046 0.002  -0.52
6 C 0.408 0.052 1.313  -0.12
7 C 0.869 -1.024 2.260  -1.13
8 H -1.875 1.706 -1.753  0.26
9 H -1.767 -0.986 -0.276  0.29
10 H -3.948 -1.262 -1.066  0.21
11 H -3.972 0.241 -1.852  0.20
12 H 0.105 2.096 -0.392  0.34
13 H 0.524 1.174 -1.826  0.34
14 H 1.164 -0.725 -0.534  0.68
15 H -0.202 0.849 1.719  0.35
16 H 0.609 -2.004 1.867  0.29
17 H 1.966 -1.079 2.314  0.26
18 H 0.491 -0.936 3.281  0.33
19 H 3.376 -0.136 -0.617  0.37
20 H 4.557 0.419 0.226  0.31
21 O 4.314 0.086 -0.646  -0.67

The calculation puts the maximum force at 0.01616 Eh/bohr. The SMILES is C/C=C/C/C=C/N.O. The total charge is 0. For the energy relative to the best compared isomer or geometry (same formula, charge and spin), the calculation gives 196.1 kJ/mol.